Formula: C3H6CsI2InO2
Source: OMol25
Level of theory: ωB97M-V/def2-TZVPD

```
15
Properties=species:S:1:pos:R:3:forces:R:3:mulliken_charge:R:1
Cs 4.316533 -1.159466 -3.412165 1.126 -1.349 -0.958 0.947
I 2.624164 0.908650 -2.000793 -0.971 1.225 0.766 -0.547
I -0.991024 3.042643 -1.129892 0.015 -0.050 -0.070 -0.375
In 1.036907 1.848907 0.232996 -0.295 0.332 0.245 0.401
O -2.347330 0.239834 1.350785 0.030 -0.258 0.078 -0.504
O -2.869287 -1.336885 -0.105331 -0.166 -0.090 0.052 -0.496
C -0.510144 -0.873506 0.243585 -0.156 -0.105 -0.129 -0.666
C -1.965283 -0.593697 0.583502 0.132 0.411 -0.260 0.706
C 0.451261 -0.035834 1.073888 0.059 -0.197 0.072 -0.996
H -0.352901 -1.952652 0.374668 0.010 0.041 0.081 0.326
H 2.074090 2.944343 1.032552 0.131 0.115 -0.021 -0.267
H -2.427543 -1.945025 -0.707732 0.100 0.036 0.019 0.322
H -0.406186 -0.693116 -0.838181 -0.011 -0.004 0.126 0.380
H -0.015092 0.181749 2.036495 0.081 -0.041 0.007 0.407
H 1.381834 -0.575945 1.265622 -0.086 -0.066 -0.006 0.362
```
Forces are in eV/Å.

Results
HOMO ... -0.2912 hartree
E_LUMO ... -1.2 eV
Net charge ... 0
Orbital gap ... 6.73 eV